# 1
16
Properties=species:S:1:pos:R:3:forces:R:3 method="wB97M-V/def2-TZVPD" e_above_lowest_ev=0.000 e_lumo_ev="-1.9 / -3.3" orbital_gap_ev="7.228 / 5.029" homo_ha="-0.336 / -0.306"
C -1.391869 1.762066 -0.515584 1.661 3.129 -1.902
C -2.029257 0.874281 0.277835 -1.740 -0.741 2.577
C -0.002704 1.618737 -0.897190 -1.946 -0.637 -0.023
C -1.372106 -0.291542 0.699429 -0.674 -0.377 0.172
C 0.596227 0.464292 -0.513761 1.881 -0.590 0.802
C -0.069493 -0.465410 0.279006 -0.249 0.040 -0.205
N 0.601078 -1.572178 0.747274 -1.360 -0.585 1.484
N 1.524772 -2.196082 0.349480 1.685 -1.390 -0.365
N 2.337640 -2.976964 0.144301 -0.129 1.580 0.911
I 1.956919 -4.208659 -1.895818 -0.219 -0.792 -1.217
I 2.347864 1.700741 2.161989 -0.071 -0.021 -0.058
H -1.863035 2.723702 -0.850845 0.206 -1.125 0.541
H -3.014146 1.097073 0.852498 1.550 -0.261 -1.759
H 0.597776 2.250415 -1.536543 -0.573 0.622 0.105
H -1.905819 -1.053909 1.326671 0.845 0.894 -0.619
H 1.686153 0.273438 -0.628743 -0.866 0.252 -0.446

---

# 2
13
Properties=species:S:1:pos:R:3:forces:R:3 method="wB97M-V/def2-TZVPD" e_above_lowest_ev=2.826 e_lumo_ev=0.0 orbital_gap_ev=9.865 homo_ha=-0.363
N 0.712607 -1.831781 -0.612009 0.084 1.179 0.291
C 0.573135 -1.709362 0.621289 -0.854 -2.914 -0.386
O 0.267358 -2.138574 1.675430 0.618 1.367 -0.100
H 1.249885 -2.543701 -1.070822 0.135 -0.261 0.231
C -1.171891 1.319922 0.190476 0.090 0.110 -0.085
C 0.287431 0.961266 -0.028179 -0.131 -1.418 1.226
O 0.614679 0.594670 -1.278800 0.195 -1.936 -0.784
H -1.364613 1.569256 1.233562 -0.006 0.007 0.031
H -1.424449 2.179683 -0.431533 -0.039 0.004 0.013
H -1.808232 0.484260 -0.100307 -0.032 0.026 -0.026
H 0.983708 1.700578 0.392256 -0.077 -0.166 0.036
H 0.444770 -0.054705 0.655545 -0.014 1.600 -0.306
H 0.635612 -0.531513 -1.246907 0.031 2.402 -0.141

---

# 3
44
Properties=species:S:1:pos:R:3:forces:R:3 method="wB97M-V/def2-TZVPD" e_lumo_ev=-1.2 orbital_gap_ev=7.220 homo_ha=-0.308
C -0.216306 -3.419124 1.022267 -0.224 -0.312 -0.113
C 0.014581 -2.912463 -0.395781 -0.183 -0.037 0.078
Cl 1.384920 -3.775824 -1.119152 0.179 -0.064 0.033
C 0.090816 -1.351444 -0.535057 0.408 -0.363 -0.264
Cl 1.432863 -0.716209 -1.504174 0.036 0.057 -0.116
N 0.027602 -0.649521 0.724225 -0.020 0.160 -0.180
C -0.984912 0.100984 1.148230 -0.300 -0.322 0.112
B -2.386271 0.468742 0.448980 -0.162 0.006 -0.956
N -2.414328 1.388388 -0.658272 0.385 -0.380 1.045
O -3.459916 -0.171672 0.956438 0.338 0.399 1.197
N -0.714265 0.610185 2.340098 -0.156 0.071 0.309
C 0.493908 0.151702 2.666513 0.198 0.255 0.107
N 1.038217 0.469467 3.857036 0.118 0.079 0.127
S 2.474943 -0.060432 4.574063 0.161 -0.022 -0.172
N 1.014830 -0.612786 1.699885 -0.225 -0.488 -0.333
C 2.299682 -1.288898 1.545268 0.748 0.191 -0.030
C 3.459919 -0.325470 1.211144 0.020 -0.223 -0.327
C 4.731582 -0.586443 2.018264 -0.142 0.065 0.098
Br 5.493055 1.063214 2.694684 0.092 0.019 0.018
H -0.663439 -4.408807 0.952042 0.043 -0.051 -0.002
H 0.709613 -3.541420 1.578396 0.031 0.227 0.083
H -0.931271 -2.798405 1.559910 0.041 0.076 0.078
H -0.842366 -3.220896 -0.988386 0.008 0.132 -0.132
H -0.784562 -1.050811 -1.103750 -0.203 0.127 0.327
H -2.230667 2.350265 -0.384009 -0.251 0.173 -0.438
H -1.705157 1.144586 -1.346690 -0.034 0.499 -0.278
H -4.240620 0.389637 1.050203 -0.262 -0.277 -0.692
H 0.466913 1.095384 4.404242 -0.145 -0.063 -0.030
H 2.098744 -1.320257 4.848190 -0.140 -0.037 0.234
H 2.524211 -1.840387 2.454628 -0.217 0.015 0.064
H 2.213671 -2.014129 0.744217 -0.240 -0.087 0.012
H 3.702445 -0.469534 0.160494 -0.035 0.163 -0.081
H 3.130196 0.706821 1.297589 -0.008 0.037 0.186
H 4.537531 -1.209980 2.886091 0.058 0.023 0.046
H 5.507120 -1.049005 1.420297 0.036 -0.030 -0.031
N -3.586605 3.851696 -4.513900 0.496 -0.240 -0.096
S -3.123996 2.735075 -3.504644 -0.536 0.095 0.376
O -1.728572 2.747134 -3.163959 0.105 -0.018 0.053
O -3.746458 1.459587 -3.654139 0.030 -0.120 -0.022
F -3.823056 3.358292 -2.213033 0.000 0.117 -0.180
S -3.081487 3.698511 -6.005406 0.286 0.165 -0.263
O -3.303724 4.900753 -6.731924 -0.272 0.085 0.152
O -3.384232 2.446526 -6.616635 -0.024 -0.086 0.048
F -1.495150 3.656966 -5.824482 -0.038 -0.014 -0.050

---

# 4
26
Properties=species:S:1:pos:R:3:forces:R:3 method="wB97M-V/def2-TZVPD" e_above_lowest_ev=1.680 charge=+1 e_lumo_ev="-5.0 / -5.0" orbital_gap_ev="7.439 / 7.441" homo_ha="-0.458 / -0.458"
C 4.750846 0.320977 0.063629 0.046 -0.064 -0.870
C 2.895462 -1.179651 0.192664 -0.134 -1.297 0.417
C 2.495290 1.145369 -0.215482 1.605 1.533 -0.744
C 1.564568 -1.450114 0.144803 -1.588 0.460 -0.691
C 1.168111 0.892719 -0.133820 -3.388 0.671 -1.373
C 3.347137 0.057285 -0.050209 1.462 1.834 1.046
C 0.616076 -0.434836 -0.017535 1.380 1.156 0.389
C -1.992781 0.039930 -1.880763 2.638 -0.328 2.235
C -1.836501 0.438602 0.382290 -1.660 -3.000 0.430
C -0.828578 -0.609399 -0.031467 -0.229 0.618 -2.894
C -2.393833 0.127434 1.732674 1.257 -1.659 1.184
N 5.869836 0.537406 -0.046449 0.458 0.107 0.308
N -2.883588 0.145277 -0.732477 -0.534 4.466 0.487
F -1.291122 -1.836380 0.269789 0.348 0.307 -0.199
H 3.540176 -1.981380 0.469949 0.620 -0.364 -0.227
H 3.024236 2.145848 -0.465781 -1.554 -1.648 0.611
H 1.339895 -2.468131 0.062004 -0.931 -1.369 0.509
H 0.407437 1.697107 -0.423722 1.359 -0.894 0.787
H -1.411553 0.961924 -2.020524 -0.573 -0.501 -0.287
H -2.359928 -0.529856 -2.694618 -0.160 -0.323 -0.720
H -1.563985 1.428912 0.543570 0.834 1.834 -1.336
H -1.592232 0.544061 2.440630 -1.115 -1.423 -0.466
H -2.769340 -0.968569 1.867577 1.004 2.117 0.134
H -3.162788 0.809831 1.849574 -2.014 1.101 0.658
H -3.700794 0.911257 -0.828758 1.858 -2.234 0.455
H -3.232058 -0.745633 -0.477541 -0.988 -1.098 0.156

---

Please write out number 1 again, unchanged.
16
Properties=species:S:1:pos:R:3:forces:R:3 method="wB97M-V/def2-TZVPD" e_above_lowest_ev=0.000 e_lumo_ev="-1.9 / -3.3" orbital_gap_ev="7.228 / 5.029" homo_ha="-0.336 / -0.306"
C -1.391869 1.762066 -0.515584 1.661 3.129 -1.902
C -2.029257 0.874281 0.277835 -1.740 -0.741 2.577
C -0.002704 1.618737 -0.897190 -1.946 -0.637 -0.023
C -1.372106 -0.291542 0.699429 -0.674 -0.377 0.172
C 0.596227 0.464292 -0.513761 1.881 -0.590 0.802
C -0.069493 -0.465410 0.279006 -0.249 0.040 -0.205
N 0.601078 -1.572178 0.747274 -1.360 -0.585 1.484
N 1.524772 -2.196082 0.349480 1.685 -1.390 -0.365
N 2.337640 -2.976964 0.144301 -0.129 1.580 0.911
I 1.956919 -4.208659 -1.895818 -0.219 -0.792 -1.217
I 2.347864 1.700741 2.161989 -0.071 -0.021 -0.058
H -1.863035 2.723702 -0.850845 0.206 -1.125 0.541
H -3.014146 1.097073 0.852498 1.550 -0.261 -1.759
H 0.597776 2.250415 -1.536543 -0.573 0.622 0.105
H -1.905819 -1.053909 1.326671 0.845 0.894 -0.619
H 1.686153 0.273438 -0.628743 -0.866 0.252 -0.446

---

Please write out number 1 again, unchanged.
16
Properties=species:S:1:pos:R:3:forces:R:3 method="wB97M-V/def2-TZVPD" e_above_lowest_ev=0.000 e_lumo_ev="-1.9 / -3.3" orbital_gap_ev="7.228 / 5.029" homo_ha="-0.336 / -0.306"
C -1.391869 1.762066 -0.515584 1.661 3.129 -1.902
C -2.029257 0.874281 0.277835 -1.740 -0.741 2.577
C -0.002704 1.618737 -0.897190 -1.946 -0.637 -0.023
C -1.372106 -0.291542 0.699429 -0.674 -0.377 0.172
C 0.596227 0.464292 -0.513761 1.881 -0.590 0.802
C -0.069493 -0.465410 0.279006 -0.249 0.040 -0.205
N 0.601078 -1.572178 0.747274 -1.360 -0.585 1.484
N 1.524772 -2.196082 0.349480 1.685 -1.390 -0.365
N 2.337640 -2.976964 0.144301 -0.129 1.580 0.911
I 1.956919 -4.208659 -1.895818 -0.219 -0.792 -1.217
I 2.347864 1.700741 2.161989 -0.071 -0.021 -0.058
H -1.863035 2.723702 -0.850845 0.206 -1.125 0.541
H -3.014146 1.097073 0.852498 1.550 -0.261 -1.759
H 0.597776 2.250415 -1.536543 -0.573 0.622 0.105
H -1.905819 -1.053909 1.326671 0.845 0.894 -0.619
H 1.686153 0.273438 -0.628743 -0.866 0.252 -0.446